BrH15O7 | ωB97M-V/def2-TZVPD

total energy: -84616.360 eV
Kohn-Sham gap: 0.327 Eh

The geometry in ORCA input format:
```
! RIJCOSX wB97M-V def2-TZVPD def2/J DEFGRID3
* xyz 0 1
O 2.963 0.244 0.802
H 3.005 0.210 1.694
H 3.609 -0.089 0.256
H 2.085 -0.251 0.583
Br -0.131 -0.107 -0.238
O -1.368 -3.014 0.429
H -1.186 -2.144 -0.102
H -2.075 -3.143 -0.208
O 1.107 -2.282 2.392
H 0.489 -1.900 3.102
H 0.594 -2.241 1.579
O -0.267 2.580 1.922
H -0.150 1.795 1.502
H -0.909 3.215 1.448
O -3.152 1.175 0.746
H -2.250 0.960 0.525
H -3.777 0.516 0.317
O 0.775 2.522 -2.207
H 0.607 1.770 -1.541
H 0.575 2.269 -3.116
O -0.485 -0.512 -3.536
H -0.422 -0.602 -2.644
H 0.365 -0.964 -3.716
*
```

Quick look at the Löwdin charges, all values in e: 0.339, 0.108, 0.130, 0.049, 0.319, -0.151, -0.078, 0.019, -0.115, 0.091, -0.050, -0.081, -0.157, 0.102, -0.110, -0.116, 0.068, -0.141, -0.074, 0.019, -0.059, -0.168, 0.057

C28H66O18 | ωB97M-V/def2-TZVPD

SMILES: O=C1OCCO1.O=C1OCCO1.COCCOC.COCCOC.COCCOC.COCCOC.COCCOC.CO.CO
total energy: -66951.758 eV
Kohn-Sham gap: 0.333 Eh

The geometry in ORCA input format:
```
! RIJCOSX wB97M-V def2-TZVPD def2/J DEFGRID3
* xyz 0 1
C -0.912 -2.457 3.984
O -0.338 -2.488 5.265
H -0.708 -3.334 3.370
H -1.976 -2.651 4.122
H -0.718 -1.517 3.467
H 0.619 -2.422 5.242
C 3.213 1.436 3.823
O 2.622 2.287 2.848
H 4.252 1.234 3.562
H 3.161 2.042 4.727
H 2.695 0.491 3.982
H 3.136 3.098 2.808
C 0.655 0.049 1.478
C 1.345 -0.778 0.463
O 0.302 -1.144 -0.369
C -0.889 -0.928 0.203
O -1.970 -1.356 -0.209
O -0.705 -0.163 1.248
H 0.839 1.123 1.448
H 0.948 -0.306 2.466
H 1.787 -1.689 0.866
H 2.105 -0.116 0.048
C -4.850 0.319 -0.013
C -5.610 -0.764 -0.738
O -5.766 -0.267 -2.087
C -5.066 0.893 -2.219
O -5.071 1.511 -3.302
O -4.471 1.194 -1.043
H -4.013 -0.211 0.442
H -5.615 0.681 0.673
H -6.593 -0.957 -0.308
H -5.014 -1.673 -0.811
C 0.125 3.580 0.546
O 0.042 2.769 -0.634
C -1.176 2.847 -1.268
C -1.169 2.083 -2.635
O -0.362 2.715 -3.619
C -0.464 2.016 -4.825
H -0.064 4.640 0.380
H 1.184 3.525 0.797
H -0.572 3.310 1.340
H -1.426 3.876 -1.527
H -2.005 2.513 -0.643
H -2.213 2.018 -2.941
H -0.781 1.092 -2.404
H -0.024 1.029 -4.970
H 0.271 2.575 -5.405
H -1.434 1.961 -5.319
C 3.876 -3.472 2.503
O 3.428 -3.673 1.146
C 4.173 -3.045 0.102
C 3.673 -3.359 -1.247
O 3.973 -4.744 -1.628
C 5.289 -4.926 -1.939
H 3.347 -2.594 2.873
H 4.962 -3.408 2.442
H 3.575 -4.287 3.162
H 5.193 -3.404 0.233
H 4.259 -1.973 0.279
H 4.212 -2.737 -1.961
H 2.598 -3.195 -1.316
H 5.502 -4.437 -2.890
H 5.494 -5.979 -2.129
H 6.049 -4.618 -1.221
C 1.775 -1.569 -3.744
O 3.011 -0.918 -3.827
C 2.946 0.485 -3.929
C 2.618 1.225 -2.607
O 3.625 1.048 -1.603
C 3.857 2.200 -0.815
H 2.051 -2.602 -3.532
H 1.175 -1.580 -4.653
H 1.277 -1.161 -2.864
H 2.235 0.641 -4.739
H 3.917 0.730 -4.360
H 1.636 1.037 -2.175
H 2.503 2.253 -2.951
H 4.195 3.021 -1.447
H 4.503 2.029 0.047
H 3.021 2.687 -0.313
C 0.169 -4.881 -3.496
O -0.996 -4.168 -4.002
C -1.895 -3.799 -2.920
C -2.727 -2.626 -3.420
O -3.586 -2.879 -4.535
C -4.370 -1.773 -5.019
H -0.078 -5.847 -3.055
H 0.696 -4.209 -2.819
H 0.853 -5.190 -4.286
H -1.364 -3.345 -2.083
H -2.513 -4.645 -2.621
H -2.025 -1.909 -3.846
H -3.305 -2.056 -2.692
H -3.819 -1.098 -5.674
H -4.852 -1.130 -4.283
H -5.176 -2.245 -5.581
C -4.918 5.185 6.402
O -3.702 4.797 5.789
C -2.682 4.380 6.687
C -1.321 4.324 5.987
O -1.306 3.314 5.050
C -0.118 3.168 4.307
H -4.683 5.844 7.238
H -5.526 4.377 6.810
H -5.476 5.723 5.635
H -2.921 3.399 7.097
H -2.614 4.990 7.588
H -0.510 4.200 6.705
H -1.124 5.267 5.477
H -0.336 2.655 3.370
H 0.613 2.698 4.965
H 0.337 4.116 4.018
*
```

Here are the Löwdin charges for atoms 1 to 99, given in e: -0.164, -0.109, 0.079, 0.085, 0.061, 0.068, -0.137, -0.150, 0.080, 0.077, 0.071, 0.084, -0.135, -0.121, 0.072, -0.535, 0.112, 0.089, 0.105, 0.116, 0.126, 0.131, -0.133, -0.109, 0.035, -0.501, 0.096, 0.062, 0.114, 0.134, 0.130, 0.122, -0.084, -0.182, -0.212, -0.171, -0.157, -0.135, 0.092, 0.069, 0.078, 0.127, 0.119, 0.116, 0.114, 0.066, 0.092, 0.094, -0.070, -0.203, -0.227, -0.151, -0.161, -0.166, 0.068, 0.087, 0.085, 0.110, 0.125, 0.127, 0.117, 0.090, 0.092, 0.081, -0.102, -0.199, -0.169, -0.171, -0.175, -0.114, 0.067, 0.098, 0.080, 0.108, 0.130, 0.099, 0.122, 0.090, 0.085, 0.060, -0.088, -0.186, -0.168, -0.195, -0.187, -0.084, 0.083, 0.061, 0.086, 0.105, 0.128, 0.119, 0.105, 0.083, 0.059, 0.087, -0.107, -0.177, -0.198

Looking at LUMO for the records above, in order, we have -1.2, 0.1 eV.
Looking at HOMO level for the records above, in order, we have -10.1, -9.0 eV.
Looking at max |F| for the records above, in order, we have 5.95, 4.46 eV/A.